Below is a single C12H12 molecule in a non-equilibrium geometry, with properties calculated with the ωB97M-V functional and the def2-TZVPD basis.

```
24
Properties=species:S:1:pos:R:3:forces:R:3:nbo_charge:R:1
C 3.8511 -0.2921 0.0380 -4.2 -2.4 1.4 -0.6278
C 2.3153 -0.0598 -0.1302 -1.8 0.3 0.6 0.0244
C 1.7634 1.3143 -0.1088 0.0 -2.9 0.8 -0.2461
C 0.4052 1.3534 0.0187 -2.9 3.8 -1.7 -0.1581
C -0.6070 0.2876 -0.0537 1.5 3.8 1.4 -0.0980
C -2.0112 0.5510 0.0080 1.5 -2.7 -0.8 0.0138
C -2.5430 1.9208 -0.0396 -2.9 0.4 1.7 -0.6473
C -2.6777 -0.6628 0.0673 -3.7 1.4 -0.4 -0.2101
C -2.1703 -1.9474 -0.0138 2.3 0.5 -0.6 -0.2182
C -0.8016 -2.1012 -0.1080 -1.6 -1.8 1.3 -0.1772
C -0.0555 -0.9399 0.0754 1.9 -2.6 -1.7 -0.0037
C 1.3515 -1.0886 0.0120 3.8 1.3 -0.6 -0.2328
H 3.8741 -1.3932 0.3293 0.8 1.4 -0.7 0.2145
H 4.4253 0.0313 -0.7601 1.2 0.3 -1.5 0.2189
H 3.9752 0.2781 0.9174 1.1 0.6 1.0 0.2186
H 2.4580 2.1416 0.0275 -0.5 0.1 -0.4 0.2191
H -0.1571 2.4034 -0.0901 1.8 -2.1 0.7 0.1935
H -3.6955 1.9415 -0.1644 1.9 -0.2 -0.2 0.2265
H -2.4384 2.2810 1.0192 0.2 0.3 -1.0 0.2326
H -2.0854 2.6084 -0.7443 0.1 -0.2 0.0 0.2323
H -3.8060 -0.7105 0.0279 1.1 0.7 0.2 0.1991
H -2.8556 -2.7277 -0.1649 -0.7 -1.1 0.1 0.2118
H -0.3629 -3.1275 -0.1567 -0.2 1.2 -0.1 0.2132
H 1.8479 -2.0617 -0.0060 -0.8 -0.2 0.2 0.2007
```
Forces are in eV/Å.

Results
ΔE to the lowest compared entry with this formula, charge and spin: 1.8114 eV
Highest occupied orbital energy: -7.92 eV
Calculated total energy: -464.40550 Ha
Net charge: 0
Gap between HOMO and LUMO: 0.3165 hartree
Largest force on an atom: 5.06 eV Å⁻¹
SMILES: Cc1ccc2c(C)cccc2c1